{"formula": "C21H20N4O", "method": "ωB97M-V/def2-TZVPD", "symbols": ["C", "C", "C", "C", "C", "C", "N", "C", "C", "C", "C", "C", "C", "C", "C", "N", "C", "C", "C", "N", "N", "C", "C", "C", "O", "C", "H", "H", "H", "H", "H", "H", "H", "H", "H", "H", "H", "H", "H", "H", "H", "H", "H", "H", "H", "H"], "positions_angstrom": [[-4.9494, 4.1563, 2.1377], [-4.1185, 3.7459, 0.9926], [-3.4396, 3.3348, 0.0279], [-2.6819, 2.7636, -1.0695], [-3.0297, 3.0746, -2.3865], [-2.3167, 2.4798, -3.4155], [-1.2313, 1.7170, -3.1617], [-0.9142, 1.3262, -1.8803], [0.2099, 0.3504, -1.5702], [0.7668, 0.2141, -0.2741], [1.8678, -0.5942, -0.0325], [2.5822, -0.4926, 1.2717], [3.5926, 0.6554, 1.2658], [4.2240, 1.1980, 2.5086], [3.2911, 2.0907, 1.6713], [3.4543, -1.6647, 1.5904], [2.9001, -2.2530, 2.6190], [3.4735, -3.4815, 3.3075], [1.7757, -1.4476, 3.0778], [0.8904, -1.6189, 4.1448], [1.6183, -0.3862, 2.3831], [2.3235, -1.4194, -1.0922], [1.7183, -1.3980, -2.3598], [0.6942, -0.4738, -2.5940], [0.2091, -0.3592, -3.8615], [-1.6633, 1.8344, -0.7898], [-5.0428, 5.2493, 2.1820], [-5.9505, 3.6537, 2.0785], [-4.4735, 3.8362, 3.0520], [-3.8766, 3.7559, -2.5539], [-2.6076, 2.6699, -4.4497], [0.4328, 0.8894, 0.4914], [4.2683, 0.5287, 0.4225], [5.3183, 1.4177, 2.5280], [3.8028, 0.8252, 3.4630], [2.3097, 2.3334, 2.0406], [3.7632, 2.8396, 1.0562], [2.6895, -4.1984, 3.5675], [4.0216, -3.2041, 4.2150], [4.1348, -4.0330, 2.6594], [0.1134, -0.9651, 4.2002], [0.7579, -2.5778, 4.4762], [3.1993, -2.0266, -0.8813], [2.0643, -2.0667, -3.1288], [-0.3278, 0.4518, -3.8427], [-1.5022, 1.6108, 0.2557]], "atomic_forces_ev_per_a": [[-0.39, -0.26, -0.59], [2.15, -1.43, -3.22], [-2.19, 1.21, 3.13], [-0.03, -0.23, 0.63], [-0.37, 0.11, -0.05], [0.70, 0.10, 1.01], [-0.13, -0.95, 0.85], [-0.54, 0.59, 0.76], [-0.40, 0.18, -0.19], [0.13, 0.65, -1.06], [-0.48, -0.57, -1.51], [1.14, 0.15, 2.17], [0.16, 0.58, -0.31], [-0.16, 0.22, 0.52], [0.73, -1.14, -0.08], [-1.79, -1.45, 0.77], [2.05, 0.04, -1.12], [-0.53, 0.37, -0.13], [-2.44, 1.63, 0.88], [1.13, -1.47, 0.07], [0.46, 0.04, -1.25], [-0.33, 0.48, 0.08], [0.28, 0.28, 1.61], [0.13, -0.12, -0.87], [0.69, -0.65, 0.71], [-0.39, 0.84, -1.15], [-0.20, -0.32, -0.10], [0.80, 0.64, 0.03], [0.12, -0.13, 0.34], [0.52, -0.43, -0.11], [0.41, -0.18, 0.18], [-0.07, 0.00, 0.32], [-0.09, 0.15, 0.06], [-1.13, -0.25, -0.10], [0.36, 0.35, -0.64], [-0.10, -0.07, 0.20], [-0.02, 0.17, 0.01], [-0.11, 0.24, 0.19], [-0.19, -0.01, -0.11], [0.36, 0.15, -0.35], [0.40, -0.48, -0.22], [-0.13, 0.86, -0.09], [-0.19, -0.12, -0.25], [-0.01, 0.08, -0.27], [-0.51, 0.43, -0.56], [0.24, -0.29, -0.20]], "lumo_energy_ev": 0.163, "molar_mass_g_mol": 344.4, "smiles": "CC#Cc1ccnc(-c2cc([C@]3(C4CC4)N=C(C)C(N)=N3)ccc2O)c1", "charge": 0, "e_tot_ha": -1106.414430}